[1]
# C38H96N2O22

A 11-piece molecular cluster, C38H96N2O22 overall (ωB97M-V/def2-TZVPD, OMol25).

Last column: Löwdin charge in e.
Geometry (Å):
C  -1.551  0.019  -4.678  0.04
N  -1.671  1.333  -4.046  -0.45
O  -2.117  1.310  -2.922  0.06
O  -1.250  2.285  -4.640  0.07
H  -1.192  0.145  -5.699  0.10
H  -2.550  -0.416  -4.656  0.10
H  -0.824  -0.599  -4.150  0.10
C  0.036  -0.054  -0.481  0.06
N  -0.217  -1.184  0.456  -0.40
O  0.735  -1.912  0.671  0.04
O  -1.396  -1.365  0.801  0.03
H  0.128  -0.491  -1.475  0.09
H  0.914  0.447  -0.075  0.09
H  -0.934  0.438  -0.408  0.08
C  -0.562  -2.390  4.955  -0.13
O  -0.010  -1.090  5.065  -0.19
C  1.323  -0.974  4.423  -0.13
C  1.734  0.470  4.049  -0.15
O  1.120  1.012  2.825  -0.24
C  1.275  2.478  2.683  -0.06
H  -1.399  -2.318  5.649  0.08
H  0.036  -3.251  5.255  0.08
H  -1.046  -2.550  3.992  0.08
H  1.240  -1.628  3.555  0.11
H  2.080  -1.377  5.096  0.10
H  2.822  0.536  4.011  0.09
H  1.430  1.120  4.869  0.12
H  2.357  2.600  2.630  0.07
H  0.723  3.044  3.433  0.09
H  0.857  2.782  1.724  0.07
C  -6.400  3.994  5.080  -0.09
O  -5.322  3.743  4.159  -0.16
C  -5.782  3.413  2.915  -0.27
C  -4.653  3.006  1.999  -0.16
O  -3.827  1.963  2.609  -0.17
C  -2.682  1.581  1.896  -0.12
H  -7.010  3.133  5.355  0.08
H  -7.081  4.785  4.765  0.08
H  -5.913  4.263  6.018  0.09
H  -6.224  4.302  2.466  0.13
H  -6.517  2.611  2.989  0.13
H  -4.051  3.908  1.890  0.12
H  -5.156  2.815  1.050  0.12
H  -2.006  0.944  2.467  0.09
H  -2.094  2.423  1.531  0.08
H  -3.066  1.037  1.034  0.06
C  2.102  -5.202  2.553  -0.09
O  3.397  -5.142  1.931  -0.15
C  3.895  -3.849  2.008  -0.25
C  5.292  -3.792  1.442  -0.14
O  6.064  -4.734  2.261  -0.19
C  7.408  -4.463  2.271  -0.16
H  2.128  -5.280  3.640  0.09
H  1.534  -6.087  2.265  0.08
H  1.457  -4.392  2.211  0.07
H  3.859  -3.436  3.016  0.11
H  3.245  -3.127  1.513  0.11
H  5.734  -2.798  1.501  0.10
H  5.361  -4.107  0.401  0.13
H  7.833  -5.200  2.953  0.09
H  7.638  -3.525  2.776  0.08
H  7.826  -4.571  1.270  0.09
C  6.149  1.131  -2.325  -0.14
O  4.795  1.182  -1.943  -0.18
C  4.253  2.539  -2.166  -0.17
C  2.789  2.527  -1.906  -0.24
O  2.033  1.716  -2.733  -0.18
C  1.827  2.110  -4.065  -0.10
H  6.771  1.668  -1.609  0.08
H  6.420  1.479  -3.321  0.08
H  6.617  0.146  -2.325  0.08
H  4.367  2.879  -3.195  0.11
H  4.694  3.321  -1.548  0.13
H  2.446  3.561  -1.905  0.13
H  2.632  2.090  -0.920  0.12
H  1.351  1.331  -4.661  0.08
H  2.838  2.216  -4.459  0.08
H  1.365  3.089  -4.193  0.09
C  3.934  0.164  1.198  -0.06
O  4.455  -0.653  2.265  -0.22
C  5.588  -0.059  2.916  -0.18
C  5.872  -0.822  4.227  -0.16
O  4.829  -0.561  5.203  -0.20
C  4.600  -1.708  6.090  -0.09
H  3.449  1.026  1.655  0.06
H  3.099  -0.370  0.745  0.08
H  4.667  0.394  0.424  0.08
H  5.329  0.991  3.057  0.12
H  6.432  -0.022  2.227  0.12
H  6.773  -0.535  4.769  0.12
H  5.918  -1.880  3.969  0.11
H  5.482  -1.900  6.702  0.08
H  4.297  -2.633  5.599  0.08
H  3.844  -1.510  6.849  0.08
C  4.086  -1.023  -5.469  -0.08
O  4.307  -2.314  -4.891  -0.18
C  4.044  -2.364  -3.512  -0.20
C  2.584  -2.526  -3.115  -0.16
O  2.298  -3.945  -2.997  -0.19
C  1.103  -4.238  -2.259  -0.09
H  4.911  -0.376  -5.171  0.08
H  3.159  -0.575  -5.111  0.07
H  4.168  -1.154  -6.548  0.09
H  4.396  -1.430  -3.075  0.10
H  4.690  -3.153  -3.124  0.14
H  1.870  -2.111  -3.825  0.12
H  2.412  -2.095  -2.129  0.11
H  1.123  -5.326  -2.324  0.09
H  0.154  -3.975  -2.726  0.05
H  1.102  -3.842  -1.243  0.07
C  -3.516  -2.576  -6.987  -0.09
O  -2.834  -3.290  -5.948  -0.21
C  -3.555  -3.998  -4.961  -0.19
C  -3.065  -3.771  -3.512  -0.19
O  -3.203  -2.458  -2.973  -0.17
C  -2.794  -2.407  -1.636  -0.13
H  -4.237  -1.858  -6.597  0.08
H  -4.035  -3.316  -7.597  0.09
H  -2.731  -2.030  -7.511  0.09
H  -3.372  -5.057  -5.142  0.13
H  -4.600  -3.688  -4.996  0.12
H  -2.001  -4.005  -3.543  0.11
H  -3.567  -4.563  -2.956  0.13
H  -2.978  -1.448  -1.152  0.07
H  -1.732  -2.637  -1.546  0.07
H  -3.271  -3.082  -0.925  0.10
C  -7.731  0.716  -0.356  -0.10
O  -6.936  0.051  0.634  -0.20
C  -5.745  -0.559  0.168  -0.19
C  -5.133  -1.335  1.336  -0.18
O  -5.730  -2.542  1.783  -0.17
C  -6.972  -2.396  2.411  -0.12
H  -8.094  0.096  -1.176  0.08
H  -7.235  1.604  -0.748  0.08
H  -8.697  1.085  -0.012  0.08
H  -5.074  0.217  -0.200  0.11
H  -5.893  -1.169  -0.723  0.12
H  -5.026  -0.721  2.230  0.13
H  -4.105  -1.577  1.065  0.10
H  -7.325  -3.375  2.732  0.09
H  -7.682  -1.981  1.695  0.08
H  -6.952  -1.746  3.286  0.09
C  -3.427  8.581  -0.102  -0.07
O  -2.356  7.650  -0.322  -0.20
C  -1.977  7.456  -1.658  -0.24
C  -1.014  6.330  -1.654  -0.20
O  -1.634  5.143  -1.077  -0.18
C  -0.844  3.975  -1.299  -0.10
H  -3.758  9.038  -1.034  0.08
H  -3.129  9.343  0.618  0.08
H  -4.165  7.891  0.309  0.09
H  -1.559  8.389  -2.036  0.13
H  -2.846  7.193  -2.261  0.13
H  -0.080  6.635  -1.181  0.12
H  -0.671  6.074  -2.657  0.12
H  0.085  4.201  -0.775  0.08
H  -0.774  3.681  -2.347  0.06
H  -1.428  3.136  -0.921  0.07

Results
* HOMO-LUMO gap: 0.3438 Eh
* total energy: -88968.310 eV
* HOMO level: -0.34070 Eh
* lowest unoccupied orbital energy: 0.09 eV
* energy relative to the best compared isomer or geometry (same formula, charge and spin): 52.0 kJ/mol

[2]
# C38H97O25S4

A 11-piece molecular cluster, C38H97O25S4 overall (ωB97M-V/def2-TZVPD, OMol25).

Last column: Löwdin charge in e.
Geometry (Å):
C  0.640  -0.911  0.908  -0.09
C  1.007  0.511  0.526  -0.42
O  1.165  1.332  1.717  -0.41
H  1.465  -1.215  1.609  0.05
H  0.704  -1.539  -0.037  0.08
H  -0.323  -0.963  1.446  0.05
H  0.304  1.079  -0.116  0.07
H  1.949  0.421  -0.105  0.09
C  -2.120  2.680  -6.330  -0.09
O  -1.422  1.603  -5.723  -0.22
C  -1.262  1.750  -4.317  -0.23
C  -0.251  2.826  -4.032  -0.20
O  -0.791  4.151  -4.117  -0.20
C  -0.015  5.170  -3.567  -0.12
H  -1.516  3.060  -7.204  0.11
H  -2.371  3.428  -5.591  0.08
H  -2.953  2.204  -6.783  0.06
H  -0.947  0.742  -3.864  0.15
H  -2.235  1.982  -3.880  0.11
H  0.610  2.559  -4.804  0.17
H  0.130  2.662  -2.974  0.13
H  0.310  4.958  -2.520  0.08
H  -0.563  6.104  -3.630  0.08
H  0.925  5.445  -4.078  0.09
C  -5.002  0.772  -0.797  -0.10
O  -5.474  2.095  -0.586  -0.20
C  -5.070  2.908  -1.671  -0.23
C  -5.509  4.366  -1.662  -0.20
O  -4.627  5.211  -0.896  -0.18
C  -4.916  4.876  0.500  -0.08
H  -5.542  0.382  -1.635  0.07
H  -5.241  0.132  0.031  0.07
H  -3.890  0.803  -0.886  0.10
H  -5.481  2.485  -2.638  0.13
H  -4.002  2.927  -1.698  0.11
H  -6.548  4.415  -1.301  0.13
H  -5.360  4.720  -2.727  0.14
H  -4.148  5.287  1.124  0.06
H  -5.014  3.810  0.664  0.07
H  -5.835  5.377  0.825  0.09
C  -1.020  -2.068  -7.500  -0.13
O  -2.293  -2.617  -7.471  -0.21
C  -3.444  -1.788  -7.309  -0.20
C  -3.706  -1.509  -5.870  -0.19
O  -5.015  -0.844  -5.701  -0.16
C  -5.063  -0.374  -4.334  -0.11
H  -0.757  -1.587  -6.526  0.08
H  -1.019  -1.251  -8.265  0.09
H  -0.250  -2.853  -7.762  0.10
H  -4.197  -2.396  -7.788  0.13
H  -3.365  -0.898  -7.922  0.12
H  -2.906  -0.845  -5.472  0.12
H  -3.591  -2.456  -5.392  0.10
H  -4.473  0.486  -4.090  0.06
H  -4.982  -1.241  -3.610  0.10
H  -6.056  0.016  -4.177  0.07
C  -2.628  -3.570  -2.662  -0.11
O  -2.701  -3.292  -1.285  -0.15
C  -3.822  -2.544  -0.986  -0.24
C  -4.059  -2.698  0.502  -0.21
O  -4.569  -3.958  0.855  -0.15
C  -4.621  -4.113  2.240  -0.10
H  -2.499  -2.637  -3.231  0.08
H  -3.441  -4.045  -3.212  0.09
H  -1.735  -4.147  -2.855  0.07
H  -4.742  -2.931  -1.452  0.14
H  -3.681  -1.570  -1.375  0.09
H  -4.775  -1.920  0.655  0.10
H  -3.078  -2.482  0.945  0.14
H  -5.206  -4.961  2.441  0.07
H  -4.941  -3.152  2.643  0.09
H  -3.619  -4.254  2.625  0.09
C  0.517  -5.644  -1.437  -0.12
O  1.862  -5.375  -1.234  -0.19
C  2.222  -4.311  -0.382  -0.20
C  3.631  -4.505  0.095  -0.21
O  3.698  -5.455  1.145  -0.22
C  5.050  -5.899  1.352  -0.09
H  0.084  -6.212  -0.573  0.10
H  0.579  -6.369  -2.263  0.09
H  -0.098  -4.774  -1.640  0.06
H  1.530  -4.192  0.558  0.14
H  2.121  -3.321  -0.903  0.12
H  4.077  -3.569  0.494  0.13
H  4.184  -4.894  -0.741  0.12
H  5.027  -6.753  2.105  0.11
H  5.661  -4.982  1.549  0.10
H  5.470  -6.256  0.457  0.05
C  -1.001  -1.079  3.992  -0.09
O  -0.515  -1.124  5.344  -0.20
C  -0.949  0.028  6.034  -0.18
C  -0.319  0.013  7.521  -0.16
O  -1.027  -1.027  8.173  -0.19
C  -0.333  -1.941  8.967  -0.12
H  -0.670  -0.264  3.411  0.05
H  -2.075  -1.127  3.986  0.08
H  -0.607  -1.992  3.532  0.08
H  -2.044  -0.111  6.297  0.14
H  -0.778  0.962  5.491  0.12
H  -0.621  1.000  7.854  0.11
H  0.773  -0.137  7.537  0.13
H  -1.056  -2.523  9.477  0.08
H  0.378  -1.482  9.631  0.08
H  0.274  -2.614  8.401  0.08
O  6.371  -1.318  -2.411  -0.29
S  6.457  0.098  -2.194  0.52
O  7.567  0.825  -2.693  -0.26
O  5.232  0.684  -2.920  -0.26
C  3.986  0.009  -3.041  -0.26
C  3.631  -0.013  -4.532  -0.07
C  6.268  0.570  -0.529  -0.12
H  3.302  0.676  -2.515  0.11
H  3.985  -1.058  -2.625  0.14
H  3.556  0.984  -4.935  0.06
H  2.630  -0.508  -4.587  0.09
H  4.437  -0.573  -5.058  0.09
H  7.121  0.314  0.067  0.08
H  5.275  0.354  0.005  0.10
H  6.285  1.630  -0.623  0.03
O  4.602  -1.755  4.236  -0.31
S  3.669  -1.415  3.205  0.58
O  4.232  -1.122  1.878  -0.32
O  2.775  -2.756  2.959  -0.29
C  2.207  -3.506  4.138  -0.21
C  1.653  -4.801  3.620  -0.07
C  2.602  -0.117  3.733  -0.15
H  1.362  -2.988  4.516  0.08
H  2.978  -3.567  4.888  0.11
H  0.852  -4.616  2.849  0.09
H  1.128  -5.284  4.489  0.10
H  2.412  -5.391  3.198  0.04
H  2.076  0.368  2.824  0.04
H  3.146  0.673  4.331  0.09
H  1.886  -0.626  4.434  0.06
O  -3.175  3.381  3.333  -0.28
S  -1.987  3.604  2.553  0.54
O  -1.706  4.849  1.863  -0.29
O  -0.799  3.265  3.492  -0.27
C  0.506  3.860  3.245  -0.24
C  0.910  4.330  4.623  -0.06
C  -1.851  2.345  1.422  -0.14
H  0.312  4.770  2.612  0.13
H  1.236  3.163  2.859  0.08
H  1.128  3.527  5.308  0.06
H  -0.051  4.859  4.976  0.12
H  1.753  4.970  4.546  0.06
H  -0.810  2.404  1.037  0.06
H  -2.387  2.620  0.550  0.05
H  -1.914  1.298  1.749  0.09
O  6.955  3.597  1.244  -0.28
S  5.616  3.698  1.782  0.59
O  5.152  4.914  2.378  -0.29
O  4.648  3.268  0.560  -0.29
C  3.181  3.281  0.757  -0.22
C  2.626  4.111  -0.408  -0.05
C  5.198  2.476  2.958  -0.12
H  3.001  3.708  1.704  0.07
H  2.799  2.238  0.729  0.09
H  2.560  5.185  -0.281  0.07
H  1.496  3.863  -0.502  0.09
H  3.098  3.838  -1.338  0.07
H  4.161  2.255  2.783  0.04
H  5.349  2.811  3.995  0.09
H  5.739  1.558  2.691  0.08

Results
* HOMO-LUMO gap: 0.2699 Eh
* total energy: -135495.685 eV
* HOMO level: -0.19788 Eh
* net charge: -1
* lowest unoccupied orbital energy: 1.96 eV